--- w ---
DFT (ωB97M-V/def2-TZVPD) results for a molecular structure, CHN2S2.

```
6
Properties=species:S:1:pos:R:3:mulliken_charge:R:1
C -2.88725 -0.28081 0.00034 0.698
N -2.46542 -1.45657 0.00285 -0.342
N -0.41733 -0.11631 0.00026 -0.300
S -2.62024 1.22406 -0.00076 0.015
S -0.83679 -1.56690 -0.00178 0.622
H 0.55841 0.14753 -0.00017 0.307
```

## Properties
**Net charge**: +1

=====

--- x ---
DFT (ωB97M-V/def2-TZVPD) results for a gas-phase ion, CHN2S2 (charge +1).

```
6
Properties=species:S:1:pos:R:3:mulliken_charge:R:1
C 1.57408 -0.06008 -0.02901 0.643
N 1.07649 1.05385 0.03306 -0.327
N -1.12543 -0.24509 -0.00051 -0.283
S 1.17967 -1.53971 0.10406 0.017
S -0.59364 1.12953 0.11532 0.620
H -2.11116 -0.33851 -0.22293 0.330
```

## Properties
**Net charge**: +1

=====

Which one sits at the top of the stability order? w does.

=====

--- w ---
DFT (ωB97M-V/def2-TZVPD) results for C7H16 in the gas phase.

```
23
Properties=species:S:1:pos:R:3:mulliken_charge:R:1
C -1.65238 1.55363 -1.00950 -1.304
C -1.37913 0.92311 0.35581 -0.736
C 0.08337 0.51436 0.60563 0.499
C 0.20260 -0.18054 1.96513 -1.646
C 0.69481 -0.29624 -0.56051 0.626
C -0.07978 -1.57440 -0.91816 -1.497
C 2.17040 -0.62956 -0.32154 -1.711
H -0.94827 2.36763 -1.22123 0.298
H -2.66414 1.97058 -1.05137 0.403
H -1.56586 0.82150 -1.82018 0.277
H -1.66779 1.63199 1.14325 0.444
H -2.03364 0.05004 0.48966 0.323
H 0.66934 1.44637 0.66078 0.334
H -0.24772 0.43536 2.75281 0.434
H -0.31460 -1.14872 1.96808 0.312
H 1.24685 -0.35522 2.24363 0.383
H 0.65699 0.36506 -1.43691 0.329
H 0.10973 -1.85473 -1.96002 0.359
H 0.22732 -2.42138 -0.29291 0.379
H -1.16258 -1.45531 -0.80342 0.344
H 2.60537 -1.10418 -1.20885 0.426
H 2.75760 0.26917 -0.09541 0.369
H 2.29150 -1.32853 0.51521 0.356
```

## Properties
**SMILES**: CC[C@@H](C)C(C)C

=====

--- x ---
DFT (ωB97M-V/def2-TZVPD) results for 2 unconnected molecules or ions with the total composition C7H16.

```
23
Properties=species:S:1:pos:R:3:mulliken_charge:R:1
C -0.29950 2.75608 -0.30392 -1.274
C -0.73413 1.52190 0.54874 -0.275
C -0.98662 0.26774 -0.30600 -0.501
C -1.23039 -0.91240 0.47529 -0.259
C -1.84814 -2.18814 -0.28440 -1.137
H 0.38172 2.39155 -1.11279 0.286
H -1.08084 3.20531 -0.82783 0.443
H 0.20417 3.49873 0.40711 0.297
H -1.51730 1.81970 1.28985 0.383
H 0.22095 1.31273 1.09327 0.195
H -1.68588 0.49550 -1.10565 0.439
H -0.05460 -0.06500 -1.00165 0.118
H -2.11725 -0.83666 1.23858 0.260
H -0.16679 -1.31354 0.92490 0.129
H -1.21066 -2.65347 -1.14008 0.279
H -2.13202 -2.97320 0.59628 0.291
H -2.91378 -2.05058 -0.64633 0.348
C 2.59990 -1.32874 -0.03816 -0.351
C 3.07039 -0.14172 -0.02069 -0.551
H 1.59017 -1.61679 -0.23271 0.118
H 3.24067 -2.01075 0.44809 0.238
H 2.61281 0.72688 -0.25092 0.278
H 4.05709 0.09488 0.24902 0.249
```

## Properties
**SMILES**: CCCCC.C=C

=====

Which one sits at the top of the stability order? w does.

=====

--- w ---
DFT (ωB97M-V/def2-TZVPD) results for C2H8N2S2 in the gas phase.

```
14
Properties=species:S:1:pos:R:3:mulliken_charge:R:1
C -0.00090 0.43782 1.13300 -1.118
C -0.58305 -0.04094 -0.23858 0.435
S -0.70749 -1.99118 -0.11028 -0.222
S -2.22790 0.76418 -0.53922 -0.231
N 0.19638 0.40354 -1.34457 -0.244
N 1.57949 0.00761 -1.22375 -0.654
H -0.46037 1.39268 1.32870 0.363
H -0.08116 -0.24450 1.95346 0.270
H 1.06140 0.62857 0.75949 0.339
H -1.97268 -2.05676 0.17713 0.120
H -3.12527 -0.20599 -0.95408 0.147
H -0.23748 0.07882 -2.25128 0.257
H 2.11789 0.96912 -1.15307 0.255
H 1.94626 -0.40909 -2.18768 0.283
```

## Properties
**SMILES**: CC(S)(S)NN

=====

--- x ---
DFT (ωB97M-V/def2-TZVPD) results for 2 unconnected molecules or ions with the total composition C2H8N2S2.

```
14
Properties=species:S:1:pos:R:3:mulliken_charge:R:1
N 1.69715 0.13068 2.14230 -0.534
C 1.84744 -0.09358 0.73295 -0.677
C 2.15438 0.88824 -0.11978 0.113
N 2.20519 0.73328 -1.51198 -0.523
H 2.54809 -0.14566 2.62448 0.224
H 0.97609 -0.45684 2.53862 0.280
H 1.60118 -1.07471 0.32606 0.312
H 2.62309 1.79557 0.24513 0.333
H 1.97700 1.60672 -1.96374 0.241
H 1.60735 0.00493 -1.87161 0.252
S -2.06514 -1.36334 -0.50964 -0.187
S -1.71571 0.63341 0.00001 -0.168
H -2.03867 -1.14978 -1.81269 0.157
H -0.42955 0.47528 0.40347 0.178
```

## Properties
**SMILES**: N/C=C/N.SS

=====

Which one sits at the top of the stability order? x does.